No. 1
Below is one molecule with the formula C5H8N2, with properties calculated with ωB97M-V with the def2-TZVPD basis set.

Structure (XYZ):
```
15
C5H8N2 ωB97M-V with the def2-TZVPD basis set
C -1.66539 -0.52841 0.40797
N -0.46731 -0.33983 -0.38445
C -0.34417 -0.44380 -1.74011
C 0.75788 0.22797 -2.28157
C 1.26529 0.76700 -1.10125
N 0.53137 0.48538 0.02696
C 1.08409 0.33912 1.36057
H -2.24802 0.39739 0.47545
H -1.42300 -0.88070 1.41449
H -2.26667 -1.29153 -0.09014
H -1.11439 -1.03277 -2.23527
H 2.15347 1.37447 -0.93276
H 1.99886 0.93336 1.39556
H 1.33924 -0.70893 1.55304
H 0.39876 0.70128 2.13152
```

Output
Kohn-Sham gap, eV: 7.835
E, eV: -8291.3534
HOMO energy, eV: -7.30
Total charge: 0
Energy relative to the best compared isomer or geometry (same formula, charge and spin), eV: 3.643
Molar mass, g mol⁻¹: 96.1
SMILES string: CN1C=C=CN1C

natural (NBO) atomic charge list, values in e, 8 entries: -0.413 -0.190 -0.018 -0.414 -0.033 -0.195 -0.416 0.208

No. 2
Below is a 2-piece molecular cluster, CClFN2O3 overall at a distorted geometry, with properties calculated with ωB97M-V with the def2-TZVPD basis set.

Structure (XYZ):
```
8
CClFN2O3 ωB97M-V with the def2-TZVPD basis set
O -0.91249 1.69906 -0.36711
N -1.50586 0.99531 0.26419
O -2.62045 0.68107 0.47181
F -0.51382 0.19099 1.08487
O 0.46139 -2.09293 -1.37761
N 1.10097 -1.27859 -0.83164
C 1.39862 -0.45570 -0.06781
Cl 2.59165 0.26079 0.82330
```

Output
Kohn-Sham gap, eV: 9.323
E, eV: -25391.1112
HOMO energy, eV: -9.62
Total charge: 0
Energy relative to the best compared isomer or geometry (same formula, charge and spin), eV: 2.156
Molar mass, g mol⁻¹: 142.5
SMILES string: O=[N+]([O-])F.[O-][N+]#CCl

Formally, the natural (NBO) partial charges of the atoms, in units of the elementary charge, are as follows: -0.205 0.817 -0.252 -0.347 -0.389 0.185 0.068 0.124

No. 3
Below is one molecule with the formula C3H6N4 at a distorted geometry, with properties calculated with ωB97M-V with the def2-TZVPD basis set.

Structure (XYZ):
```
13
C3H6N4 ωB97M-V with the def2-TZVPD basis set
C -2.02186 -1.36695 0.00328
C 0.29738 1.95155 -0.10297
C 1.41662 -0.88929 0.12088
N -1.70523 0.91744 0.03929
N -2.28852 -0.18527 -0.07878
N 0.09871 -0.42954 -0.23419
N -0.29941 0.78794 -0.07482
H -1.83533 -2.27851 -0.55681
H 1.29069 1.81147 -0.22383
H -0.27798 2.70413 0.35802
H 2.24334 -1.04475 -0.64152
H 1.88854 -0.05414 0.84983
H 1.19305 -1.92408 0.54163
```

Output
Kohn-Sham gap, eV: 8.576
E, eV: -9161.3149
HOMO energy, eV: -7.90
Total charge: 0
Energy relative to the best compared isomer or geometry (same formula, charge and spin), eV: 7.541
Molar mass, g mol⁻¹: 98.1

natural (NBO) atomic charge list, values in e, 8 entries: 0.129 -0.302 -0.442 -0.195 -0.122 -0.392 0.081 0.241

No. 4
Below is C4H10F24HfO2P4 as an isolated structure at a distorted geometry, with properties calculated with ωB97M-V with the def2-TZVPD basis set.

Structure (XYZ):
```
45
C4H10F24HfO2P4 ωB97M-V with the def2-TZVPD basis set
Hf -0.43589 -0.15672 0.37613
P 0.80205 -1.80351 2.91084
F 0.29025 -3.38360 3.00889
F 2.37679 -2.08068 3.03544
F 0.82968 -2.06442 1.30154
F 1.14538 -0.35143 2.35198
F -0.67951 -1.26902 2.49846
F 0.59430 -1.30932 4.46696
P -3.07972 1.35115 1.52513
F -4.66208 1.31102 1.11650
F -2.90297 -0.27612 1.46071
F -2.45376 1.04809 0.07653
F -1.49650 1.14177 1.88526
F -2.95086 2.98109 1.49401
F -3.33927 1.46041 3.13476
P -1.84093 -2.71964 -1.01071
F -2.01380 -1.13352 -1.02050
F -1.79246 -2.31492 0.54018
F -3.40427 -2.98808 -0.87455
F -1.21517 -4.19498 -0.69079
F -1.70639 -2.85699 -2.56410
F -0.29188 -2.12748 -1.04297
P 0.86826 3.10229 0.43118
F 1.21175 1.61333 0.81001
F -0.29448 2.19187 -0.26144
F 0.03999 3.09519 1.85211
F 0.18038 4.56209 0.09830
F 2.23459 3.60249 1.06233
F 1.64689 2.97819 -0.98461
C -1.02050 0.64966 -2.86685
O -0.04050 0.30417 -1.90907
C 1.15330 -0.14403 -2.61923
C 2.27427 -0.12606 -1.72964
O 1.89551 -0.39035 -0.37838
C 3.14715 -0.29832 0.39391
H -0.66162 1.40008 -3.57126
H -1.84032 1.10454 -2.31091
H -1.36353 -0.23429 -3.40449
H 1.44647 0.35150 -3.54475
H 1.08950 -1.18894 -2.92284
H 2.45240 0.94928 -1.72500
H 3.09069 -0.75487 -2.08482
H 3.71537 0.61702 0.22839
H 3.78208 -1.09493 0.00611
H 3.21936 -0.55306 1.45126
```

Output
Kohn-Sham gap, eV: 10.224
E, eV: -112107.0532
HOMO energy, eV: -12.40
Total charge: 0
Molar mass, g mol⁻¹: 848.5

natural (NBO) atomic charge list, values in e, 8 entries: 2.700 2.621 -0.533 -0.547 -0.585 -0.578 -0.571 -0.525